[1]
Computed, not measured: a molecular structure, C29H58O13 in a non-equilibrium geometry, with the ωB97M-V functional and the def2-TZVPD basis.

For the energy relative to the best compared isomer or geometry (same formula, charge and spin), the calculation gives 454.4 kcal per mole. The HOMO-LUMO gap is 9.4 eV. The calculation puts the HOMO energy at -9.1925 eV.

Geometry as ORCA input:
```
! wB97M-V def2-TZVPD RIJCOSX def2/J DEFGRID3
* xyz 0 1
O 3.4072 2.9212 0.5815
O -5.5916 -2.6690 1.6466
O -1.9386 0.7113 -0.0721
O -3.7000 -2.4288 -2.1332
O 0.8766 -0.8968 -1.7815
O 4.6991 1.0024 0.4353
O 1.4335 6.5212 0.5486
O 0.3623 4.6637 -3.5933
O 1.2309 -5.0584 4.3130
O 1.2103 -1.2258 0.4110
O -0.7475 6.3183 -4.6939
O -5.7706 -3.2225 -1.8309
O 2.9847 -3.8707 3.3916
C 1.0518 4.7306 2.1647
C 1.8015 -3.9143 3.7040
C 3.7599 1.8490 0.9443
C -3.8395 -0.8028 1.8902
C 1.5149 -7.3278 4.9657
C -5.2210 -1.2774 1.9544
C 1.9777 5.5775 1.3421
C 0.6064 -1.3682 -0.6564
C -6.7087 -5.2770 -2.8292
C -4.7715 -2.3992 -1.6175
C 2.1829 -6.0049 4.8061
C 0.3420 1.4787 -0.8724
C 5.9001 0.0229 -1.5011
C -0.7212 0.9703 0.1351
C -1.0094 6.0835 -2.3269
C -0.4447 5.7918 -3.7118
C 1.0865 4.1011 -4.6724
C 0.7563 -2.8897 3.4702
C 5.3088 1.2631 -0.8010
C 3.4645 5.2882 1.2095
C -0.1473 0.6326 1.5594
C -5.4817 -4.5916 -2.2473
C 1.9851 3.1609 -4.2482
C -6.2717 -0.1603 2.3898
C 2.9930 1.2582 2.1032
C -0.5078 -2.3571 -0.6498
C -5.2232 -1.3114 -0.6951
C 2.3611 -0.0844 -3.3811
C 2.0414 -0.1394 -1.9462
H 1.7114 0.7007 -3.9500
H 1.4400 4.8991 -5.2979
H 0.0160 5.2957 2.1690
H -4.9325 -5.1214 -1.4160
H 1.7821 4.6218 3.0021
H 0.6135 2.5227 -0.7053
H 3.9804 6.1736 0.5295
H -0.1718 1.4432 -1.8487
H 3.4568 0.2130 -3.4690
H -6.2492 -0.3442 3.5022
H -6.4334 -6.1563 -3.3196
H -5.3975 -1.8311 0.2493
H -7.4312 -5.5595 -2.0245
H -1.0169 0.4206 2.2970
H 3.7002 4.3931 0.7494
H -1.9565 6.7625 -2.2237
H 3.4619 1.8934 2.8750
H 0.5012 -0.3995 1.5760
H -4.5073 -0.3811 -0.5167
H -0.0391 6.5828 -2.0809
H 2.1229 -1.0200 -3.8853
H 0.2485 3.7101 -5.2869
H 0.9067 3.7246 1.7746
H 0.1757 1.2521 2.0956
H 5.2002 -0.7886 -1.5629
H 6.8200 -0.3780 -0.8163
H -0.3917 -3.2332 -1.3265
H 1.3573 0.8402 -0.8561
H 3.0984 0.1956 2.1684
H 2.8007 -0.5997 -1.3043
H -3.2595 -1.2388 0.9797
H 2.1780 -5.7486 5.7883
H 4.6712 1.7589 -1.5896
H 1.8577 0.7613 -1.2820
H 2.6769 2.6018 -4.9001
H 2.0169 1.6721 2.1747
H -7.3952 -4.8165 -3.3756
H 3.0896 -6.0630 4.3309
H 0.1036 -2.9839 4.3228
H -1.2103 5.2338 -1.7636
H -3.8458 0.0663 2.0379
H 2.8079 3.4554 -3.6011
H -7.1223 -0.4471 1.8750
H -1.4461 -1.9049 -1.0979
H -3.5125 -1.3873 2.7574
H -4.6280 -4.4811 -3.0457
H -0.6292 -2.9931 0.2076
H 6.5702 0.2554 -2.4378
H -5.9819 -0.9212 -1.2091
H 6.1548 1.9269 -0.5153
H 3.6692 5.3924 2.1749
H 1.5099 2.3988 -3.6032
H 0.2935 -3.2151 2.3654
H -6.0865 0.8006 1.8958
H 1.0140 -7.4461 6.0171
H 1.3467 -2.0356 3.4451
H 2.2092 -8.1236 5.0178
H 0.8390 -7.4188 4.2279
*
```

---

[2]
Computed, not measured: a molecular structure, C29H59AlBCl21FN2O3, with the ωB97M-V functional and the def2-TZVPD basis.

For the energy relative to the best compared isomer or geometry (same formula, charge and spin), the calculation gives 0.0 kcal per mole. The HOMO-LUMO gap is 6.7 eV. The calculation puts the HOMO energy at -4.9035 eV.

Geometry as ORCA input:
```
! wB97M-V def2-TZVPD RIJCOSX def2/J DEFGRID3
* xyz -1 1
Cl -3.6075 -0.6900 0.3928
Cl -8.4046 -3.6926 3.9429
Cl -4.3519 -3.8660 2.6510
Cl -3.4627 3.1779 -1.5325
Cl -0.4172 5.7680 8.0532
Cl 1.4804 5.2584 -2.9826
Cl -2.5902 7.5722 6.1522
Cl 1.7868 1.0052 4.2878
Cl -3.4451 6.4364 -2.4783
Cl -0.4898 -1.8879 0.9384
Cl 1.7978 4.0164 5.8845
Cl 3.3610 7.9251 -1.9578
Cl 1.1975 -3.3638 3.5700
Cl 1.5882 3.3275 0.3600
Cl 3.4906 -4.8956 5.5509
Cl -1.0239 -5.6852 -2.5159
Cl 4.8449 -1.5629 -1.1148
Cl -7.7422 -4.2844 7.2345
Cl 5.6969 -2.1297 2.0844
Cl -4.4833 -6.8485 1.0404
Cl -1.0540 -8.4690 -4.4979
Al 0.3689 1.1304 -3.2202
F -2.9936 -0.1795 -5.1766
O 1.8013 -3.6421 -4.8029
O 1.7590 3.0135 -5.1853
O 1.1870 0.7564 0.0957
N 3.5040 1.6746 -4.1543
N 1.8352 -3.4697 -2.5308
C 1.5800 7.7784 -1.9231
C -7.2953 -4.9214 4.6072
C 3.8302 0.3483 -4.6671
C -0.0019 6.8994 6.7388
C -2.7386 -0.7377 1.9537
C 5.8749 -2.8902 -0.5279
C 3.7112 -3.3903 4.6073
C 0.5369 -0.8181 -2.7467
C 5.4420 -3.3764 0.8306
C -4.6964 4.0010 -2.5116
C -0.9558 8.0636 6.6679
C -1.2584 -0.5248 1.7841
C 0.3330 -6.3196 -3.4961
C 2.5047 2.5312 3.6882
C -3.0619 -4.5877 1.6409
C 0.8201 1.7790 -0.3731
C -4.0850 5.0496 -3.4060
C -7.7852 -5.4853 5.9147
C 0.5743 -1.7844 -3.9356
C -0.1066 2.0724 -1.4389
C 3.0662 3.3655 4.8069
C 1.4512 -3.0168 -3.8288
C -1.2579 1.3647 -4.4124
C -2.4526 0.5099 -4.0483
C 4.0023 1.9127 -2.8000
C 1.1219 6.3704 -1.6453
C -0.1413 -6.9526 -4.7734
C -3.6286 -5.3751 0.4918
C 2.4565 -2.5622 4.5461
B 2.0520 2.0203 -4.2676
H -0.7809 -0.4456 2.7602
H -4.8435 5.4436 -4.0801
H 0.9116 -1.3092 -4.8686
H -2.4474 -5.2063 2.2897
H -3.1542 0.0546 2.5743
H -3.2659 4.6370 -3.9897
H -5.4334 4.4305 -1.8378
H 6.0259 -4.2500 1.1148
H -5.1755 3.2413 -3.1279
H 4.3852 -3.6339 0.8395
H 0.9793 -5.4762 -3.7279
H 1.5850 5.9674 -0.7482
H 3.2034 -0.4570 -4.2448
H 1.7337 3.0580 3.1356
H 5.8023 -3.7062 -1.2453
H -0.3452 -1.0453 -2.1277
H 4.6606 1.1016 -2.4762
H 1.2266 8.4395 -1.1336
H -0.4320 -2.1813 -4.1387
H 2.6705 -1.6139 4.0570
H 1.3965 -0.9549 -2.0784
H -6.3172 -4.4609 4.7120
H -3.2759 1.1139 -3.6451
H 4.5795 2.8453 -2.7503
H -1.0715 1.6246 -1.1540
H 0.0402 6.3688 -1.5109
H 0.7207 -7.2083 -5.3859
H 1.0034 7.2658 6.9397
H -7.1412 -6.3100 6.2145
H 4.8708 0.1013 -4.4223
H 3.5930 4.2185 4.3826
H 3.7526 0.3253 -5.7595
H 1.2056 8.1328 -2.8798
H -1.5244 2.4302 -4.3932
H 4.0241 -3.6717 3.6084
H 1.1045 -3.1980 -1.8744
H 4.5137 -2.8319 5.0846
H 3.2981 2.2622 2.9940
H -2.4566 -3.7675 1.2570
H 2.3565 2.9905 -5.9483
H -1.0505 8.5555 7.6325
H 0.0097 6.3347 5.8107
H 2.6645 -2.9660 -2.2234
H 0.8807 -7.0242 -2.8757
H -2.9582 -1.6996 2.4081
H -1.0384 0.3737 1.2139
H -8.8082 -5.8426 5.8318
H 3.7548 2.7960 5.4258
H -7.2262 -5.7197 3.8702
H 6.8977 -2.5228 -0.5055
H -0.5928 8.7819 5.9348
H -0.2616 3.1412 -1.5831
H -2.2294 -0.2808 -3.3177
H 2.0515 -2.3672 5.5361
H -2.8186 -5.6998 -0.1585
H -0.9235 1.1341 -5.4304
H -0.7864 -6.2795 -5.3310
H 3.1886 2.0116 -2.0653
H -4.3338 -4.7818 -0.0838
*
```

---

[3]
Computed, not measured: 4 unconnected molecules or ions with the total composition C29H59BN6PS in a non-equilibrium geometry, with the ωB97M-V functional and the def2-TZVPD basis.

The HOMO-LUMO gap is 6.5 eV. The calculation puts the HOMO energy at -4.4481 eV.

Geometry as ORCA input:
```
! wB97M-V def2-TZVPD RIJCOSX def2/J DEFGRID3
* xyz -1 1
S 3.9175 4.1950 0.8606
P 6.3241 4.7709 3.9219
N 7.5396 4.6505 4.9737
N 3.5664 5.1172 6.1569
N 1.8304 6.0985 -4.1650
N -3.0965 5.2604 -1.0473
N -2.8377 1.3595 -2.4199
N 3.4987 4.0925 3.6116
C 3.5801 6.1655 -2.2377
C -7.2253 -6.5100 -2.4121
C -6.4262 -5.6994 -4.7027
C 0.3254 -2.6673 -2.9075
C -2.9629 1.9915 0.1038
C 3.6340 -0.6573 0.2978
C 4.0845 6.2545 6.9139
C 2.3562 -1.9555 -1.5323
C -5.9939 -5.5327 -0.3810
C -5.9103 -4.0550 -0.7468
C 4.9139 0.3790 2.2787
C 3.7078 4.3074 2.4719
C -1.9607 5.4375 -1.0321
C 3.9896 -0.7686 1.7905
C -5.9322 -6.4892 -1.5741
C 2.6031 6.1259 -3.3133
C 5.1678 2.0273 4.2722
C 1.0291 -1.5066 -2.2144
C -3.5240 -2.1150 -3.0166
C -1.0447 -2.3171 -3.4782
C -0.5252 5.6582 -1.0191
C -4.2717 -3.3942 -2.6444
C 2.4303 -1.5445 -0.0449
C 4.5443 3.9748 6.0388
C -6.9354 -6.8979 -3.8751
C -4.4805 -3.5892 -1.1267
C 4.2119 1.1615 3.4125
C -2.1097 -2.0092 -2.4052
C -2.8948 1.6569 -1.3100
B 4.8144 3.6101 4.4356
H 2.5572 -2.4453 0.5634
H -3.8106 -4.3905 -0.8059
H 0.2303 -3.5494 -2.2639
H 1.5081 -1.0608 0.2793
H 4.5588 6.9881 6.2577
H -5.2265 -5.8081 0.3447
H -3.7206 2.7501 0.2949
H -5.7664 -7.5031 -1.1984
H 8.3640 4.3677 4.4496
H -5.3388 -5.6719 -4.7555
H 5.2279 1.5757 5.2640
H 3.3997 1.7056 2.9223
H 4.0765 3.1182 6.5362
H 3.7478 0.4253 4.0769
H 4.5142 -0.9545 -0.2783
H -0.2920 6.7104 -0.8608
H -7.8904 -7.2687 -1.9896
H -6.2061 -3.4933 0.1449
H 1.2858 -0.7560 -2.9659
H -2.0114 2.3820 0.4629
H 0.9702 -2.9682 -3.7423
H 5.4608 4.2990 6.5362
H -4.1232 -1.2566 -2.7055
H -5.0781 -6.2848 -2.2282
H 0.3851 -1.0586 -1.4587
H -6.2002 -7.7028 -3.8496
H -6.8361 -5.7851 -5.7084
H -6.6316 -3.7661 -1.5134
H -3.8179 -4.2879 -3.0811
H 3.4344 0.4032 0.1173
H 5.8900 0.0085 2.5858
H -0.9321 -1.4169 -4.0915
H 3.1302 5.9356 -1.2706
H -3.2058 1.1155 0.7052
H 6.1794 1.9298 3.8581
H 4.3798 5.4449 -2.4036
H -0.0766 5.3554 -1.9629
H 2.7313 4.7853 6.6200
H -1.9837 -0.9607 -2.1160
H -7.8789 -7.2565 -4.2871
H 6.7879 4.4637 2.6167
H -1.9766 -2.5891 -1.4876
H -5.2645 -3.3250 -3.1001
H -6.7489 -4.7714 -4.2332
H -6.9600 -5.6999 0.1107
H -7.7332 -5.5455 -2.3510
H 4.5184 -1.7111 1.9613
H 4.0370 7.1516 -2.1597
H -1.4475 -3.0900 -4.1397
H 5.7698 6.0850 3.8181
H 3.0579 -0.7797 2.3586
H 3.2312 6.7694 7.3724
H 5.0022 1.1039 1.4668
H 4.7578 5.9719 7.7349
H -4.2421 -2.6853 -0.5657
H -0.0466 5.0874 -0.2233
H 3.2286 -1.5796 -2.0652
H -3.4113 -2.0867 -4.1019
H 2.3850 -3.0454 -1.6146
*
```

---

[4]
Computed, not measured: 13 unconnected molecules or ions with the total composition C29H59N5O8S in a non-equilibrium geometry, with the ωB97M-V functional and the def2-TZVPD basis.

The HOMO-LUMO gap is 8.1 eV. The calculation puts the HOMO energy at -7.8869 eV.

Geometry as ORCA input:
```
! wB97M-V def2-TZVPD RIJCOSX def2/J DEFGRID3
* xyz 0 1
S 3.3249 3.9935 2.3939
O 2.0982 -3.7146 -0.5944
O 1.8190 4.0423 2.3801
O -0.7707 2.3854 4.8352
O 1.5443 3.8636 -2.0320
O 0.2272 4.3904 0.3892
O 4.7814 -0.6345 1.6749
O -3.8220 -2.7551 0.2485
O -5.0706 2.8919 1.8421
N 0.6283 -1.3434 0.0371
N -4.5930 1.6264 -2.4877
N 5.9234 2.7409 -2.4970
N -0.6955 -2.4371 3.3743
N -0.8570 -4.0786 -4.1683
C -1.5518 -3.2132 2.6325
C -0.9488 0.2073 0.2765
C 5.0096 0.9032 -1.6684
C 4.7485 2.0759 -2.3535
C -2.7983 0.2959 -2.6132
C -2.7232 -3.5124 -3.0687
C -5.1040 -2.2807 -0.1560
C -2.8921 -4.8217 -3.6041
C -2.5146 -3.7233 3.4772
C 1.3823 -3.9931 -1.7837
C 0.2763 0.7930 0.5372
C -1.0562 4.7385 0.8486
C -3.7436 -0.0931 -3.6109
C 6.3910 0.8774 -1.3995
C -0.5977 1.7401 3.6031
C -2.1940 -3.3155 4.8094
C 4.8113 -1.8856 0.9936
C 3.7854 3.5249 0.7024
C -3.3795 1.3199 -1.9240
C 1.2499 -0.1921 0.4511
C -4.8006 0.7693 -3.5300
C -1.0606 -2.5552 4.6766
C 0.9847 2.6274 -2.4371
C -4.8284 1.5300 1.5091
C -0.7070 -1.1084 -0.0678
C 6.9441 2.0209 -1.9797
C -1.7141 -5.1524 -4.2116
C -1.5162 -3.0540 -3.5289
C 3.7684 2.4607 3.2220
H -1.3346 -3.2348 1.5769
H -1.4222 -1.8172 -0.4591
H 0.4514 1.7863 0.9248
H 3.0034 -4.0272 -0.5957
H 6.0099 3.5670 -3.0612
H 1.7436 -4.9229 -2.2337
H -1.1266 2.1193 2.7233
H 4.6370 -2.6889 1.7176
H 5.7912 -2.1516 0.5897
H 0.0897 -4.0303 -4.4871
H -0.0945 2.8045 -2.5380
H -5.7531 0.8757 -4.0273
H 3.0561 2.8093 0.3267
H -4.8635 -1.4656 -0.8417
H -3.8622 -3.1257 1.1354
H -0.8531 0.6682 3.6138
H 0.3347 -4.1771 -1.5494
H 6.9681 0.1994 -0.7931
H -1.6760 3.8732 1.1148
H 1.0650 -2.2487 -0.0976
H 1.4613 2.4048 -3.3937
H -3.0416 1.9050 -1.0841
H 0.7777 4.2000 1.2108
H -1.8188 -0.0836 -2.3799
H 3.3559 2.6146 4.2268
H -3.9463 1.4441 0.8708
H 4.8070 2.2833 3.4981
H 0.1005 -1.9698 2.9787
H -1.9133 0.6756 0.1911
H -4.5912 3.0901 2.6484
H 1.4596 -3.2331 -2.5644
H -1.3891 -6.0375 -4.7367
H -5.6176 -1.8257 0.6966
H 1.0586 1.7577 -1.7750
H -2.6098 -3.6294 5.7496
H 2.3267 -0.1171 0.4723
H -4.6301 0.9633 2.4247
H -5.7218 1.1325 1.0285
H -1.6646 2.2352 5.1543
H -1.5791 5.2610 0.0436
H 5.2019 -0.7602 2.5294
H -3.4515 -0.9115 -4.2512
H 4.3408 0.1563 -1.2722
H 3.8430 2.5907 -2.6347
H -1.0970 5.4150 1.7080
H 3.8703 4.3903 0.0515
H -3.2645 -4.3810 3.0610
H -0.9480 -2.1553 -3.3373
H 1.0453 4.1440 -1.2414
H -3.7889 -5.4171 -3.6181
H -3.4027 -2.9957 -2.4118
H 4.7695 3.0569 0.7786
H -5.7447 -3.0434 -0.6014
H 7.9533 2.3970 -1.9515
H -5.2513 2.3146 -2.1792
H -0.5627 -2.0165 5.4700
H 4.0306 -1.9349 0.2407
H 3.2375 1.6253 2.7679
H 0.4720 1.6872 3.3933
*
```

---

Question: Which value of HOMO energy does entry 1 give?
Answer: -9.1925 eV

---

Question: Number 4 is which compound?
Answer: C29H59N5O8S